{
  "formula": "C13H52N6O18",
  "method": "the ωB97M-V functional and the def2-TZVPD basis",
  "orbital_gap_ev": 8.83,
  "fmax_ev_per_a": 1.8,
  "spin_multiplicity": 1,
  "molar_mass_g_mol": 580.58,
  "symbols": ["H", "H", "O", "H", "C", "C", "H", "O", "H", "H", "H", "H", "H", "O", "H", "H", "H", "H", "H", "H", "N", "H", "H", "H", "H", "O", "C", "H", "H", "H", "H", "H", "H", "N", "N", "H", "C", "H", "O", "H", "H", "H", "O", "C", "O", "O", "H", "O", "H", "C", "H", "O", "C", "H", "H", "H", "H", "H", "O", "O", "N", "H", "O", "H", "H", "C", "H", "H", "O", "C", "H", "O", "O", "H", "H", "C", "H", "H", "O", "N", "H", "H", "O", "C", "H", "C", "C", "N", "H"],
  "xyz": [[-4.25798, -16.30165, 14.91941], [3.90230, -21.25303, 14.30605], [1.82128, -24.94814, 10.88777], [3.95195, -22.65573, 11.43595], [-0.22483, -23.63031, 17.36527], [-3.01981, -23.35886, 12.25598], [1.02753, -24.73996, 16.03971], [4.54201, -19.72669, 19.84976], [2.28861, -16.41675, 17.54279], [-4.86346, -18.80095, 15.14084], [3.30106, -21.30846, 18.24418], [-0.93928, -20.58503, 13.69421], [-4.82946, -16.10711, 16.54440], [-2.49699, -20.70719, 16.71402], [0.73543, -18.82181, 9.67797], [0.41701, -20.84319, 10.41553], [-1.61899, -21.05308, 16.89884], [3.66054, -18.32938, 18.57176], [-1.22121, -23.20804, 17.50993], [2.83172, -20.38968, 13.59646], [1.14552, -18.52721, 10.54428], [-2.90671, -22.74068, 10.43688], [-4.39276, -19.36474, 12.88332], [1.31535, -24.37208, 13.08965], [2.58251, -19.37518, 19.55415], [-4.25118, -17.71490, 9.92182], [-4.10370, -19.28512, 11.83142], [1.39687, -17.57144, 10.71021], [0.08488, -18.27103, 18.69471], [-3.30260, -17.56597, 9.87759], [-0.70266, -24.82667, 15.63652], [0.75393, -20.93811, 14.00554], [-2.44090, -17.24015, 15.89906], [3.34323, -23.25897, 10.91536], [1.99231, -23.70934, 12.75570], [-0.95825, -22.84059, 12.63804], [-4.54425, -17.94981, 11.29277], [2.38935, -22.98153, 13.32806], [-5.44822, -18.68129, 17.07897], [0.98821, -22.76605, 18.63455], [-6.09793, -18.14634, 17.54633], [1.61165, -21.55914, 11.45013], [-3.16160, -17.16769, 16.53774], [2.36852, -24.02254, 11.48056], [1.39515, -16.57224, 17.21916], [-3.22733, -22.36863, 11.26722], [-1.11755, -17.19480, 13.43284], [-1.08650, -18.70896, 15.26823], [-0.42934, -17.57862, 19.94738], [3.39923, -20.30910, 17.80316], [-0.26914, -24.55688, 11.14272], [2.94914, -21.16091, 14.19432], [0.09155, -24.17010, 15.99691], [5.34998, -20.46343, 17.56790], [-2.32481, -19.92972, 16.15382], [-5.62111, -17.85808, 11.47084], [-4.17474, -17.08968, 11.86504], [-4.56941, -20.08403, 11.25522], [4.58212, -20.38188, 16.99389], [2.48497, -19.27743, 12.22802], [1.11548, -20.74472, 11.13021], [-1.43165, -24.51678, 13.14990], [-2.67566, -19.33532, 11.83788], [1.03166, -15.69359, 17.06561], [-2.35581, -20.23136, 11.68784], [1.67349, -19.51515, 11.33417], [-3.65724, -24.23240, 12.07442], [-3.42394, -22.98555, 13.20373], [-1.86855, -16.63592, 13.20247], [3.49379, -19.34227, 18.95780], [0.84569, -22.51577, 15.32684], [0.76403, -22.63752, 17.71090], [-0.49358, -18.40093, 19.45376], [-0.12322, -24.43817, 18.10120], [1.24648, -18.15212, 15.97684], [-1.56825, -23.71830, 12.41817], [-6.27314, -17.77362, 15.41308], [5.36159, -19.30230, 19.58269], [-1.17148, -24.21108, 11.12079], [1.17401, -19.02381, 15.47381], [1.95062, -19.60341, 15.19565], [2.58717, -20.11469, 17.11144], [0.15357, -23.12339, 15.03546], [-4.36732, -16.83965, 15.86270], [-2.01090, -16.79080, 12.26530], [-5.29133, -18.05554, 15.81685], [-0.06577, -19.36295, 15.03321], [-0.07324, -20.40012, 14.16644], [3.51429, -23.41118, 9.93797]],
  "forces_ev_per_a": [[0.26, -0.46, -0.27], [-0.04, 0.11, 0.32], [-0.09, 0.37, -0.23], [-0.04, 0.02, 0.07], [0.48, -0.18, 1.24], [-0.71, -0.05, 1.07], [0.01, 0.08, -0.04], [0.10, 0.04, -0.14], [-0.01, 0.01, 0.00], [0.01, -0.08, 0.12], [-0.52, 0.06, -0.04], [0.01, -0.27, 0.09], [-0.25, -0.02, -0.18], [-0.07, -0.15, -0.24], [-0.13, 0.47, -0.11], [0.02, -0.30, 0.01], [0.06, 0.07, 0.02], [-0.05, 0.04, 0.18], [-0.06, 0.02, -0.52], [0.12, -0.07, -0.46], [0.17, -0.76, 0.15], [0.05, -0.01, 0.02], [-0.48, -0.01, -0.09], [-0.02, 0.34, 0.61], [-0.15, 0.11, -0.19], [-0.14, -0.31, 0.07], [0.50, 0.26, 0.51], [0.14, 0.00, -0.09], [-0.14, 0.10, -0.14], [0.02, -0.11, -0.11], [0.01, -0.11, 0.23], [-0.09, -0.15, -0.29], [-0.05, -0.29, 0.01], [-0.02, 0.19, -0.30], [0.09, -0.38, -0.80], [-0.10, -0.01, 0.42], [-0.51, 0.86, 0.45], [-0.06, 0.06, 0.11], [-0.25, 0.34, -0.18], [0.02, 0.16, 0.04], [0.11, -0.13, 0.25], [-0.10, -0.05, -0.05], [0.21, 0.28, -0.74], [-0.11, -0.42, 0.58], [0.15, 0.00, 0.11], [0.18, 0.17, -0.11], [-0.22, -0.22, 0.16], [0.40, -0.01, 0.13], [-0.06, 0.03, -0.03], [0.70, -1.17, 0.16], [0.14, -0.02, -0.04], [-0.02, -0.06, -0.13], [-0.38, 0.29, -0.32], [-0.08, -0.15, 0.11], [-0.04, -0.05, 0.32], [-0.07, -0.26, -0.55], [0.41, -0.38, 0.28], [0.23, -0.12, -0.05], [0.01, 0.67, -0.17], [0.15, -0.20, -0.10], [0.28, 0.37, -0.14], [-0.05, 0.24, 0.30], [0.43, 0.09, -0.54], [-0.14, -0.06, -0.04], [-0.46, -0.19, -0.10], [-0.63, 0.39, 0.43], [0.39, -0.17, -0.38], [0.26, 0.37, -0.10], [0.15, 0.41, 0.00], [0.21, 0.16, -0.18], [-0.10, 0.03, 0.16], [-0.14, -0.11, -0.43], [0.25, -0.12, 0.13], [-0.21, -0.17, -0.24], [0.29, -0.09, 0.11], [0.22, -0.50, -1.42], [0.08, 0.09, -0.11], [-0.03, 0.06, 0.04], [-0.12, 0.08, 0.11], [-0.56, -0.13, 0.31], [0.11, 0.42, 0.21], [-0.18, 0.07, 0.28], [0.36, -0.24, 0.11], [-0.42, 0.30, 1.72], [-0.01, -0.20, 0.03], [0.28, -0.06, -0.66], [0.18, 0.75, -0.93], [-0.36, 0.03, 0.15], [0.17, -0.08, 0.05]]
}